1.
ORCA calculation (wB97M-V/def2-TZVPD) on a structure of composition C25H43Cl2F3N3O6SiYb at a distorted geometry.

Results
Charge = 0
ΔE to the lowest compared entry with this formula, charge and spin = 16.3 kJ/mol
Multiplicity = 2
HOMO-LUMO gap (alpha / beta) = 6.6 / 5.4 eV

Geometry (Å):
C 0.384 4.238 0.231
C 1.763 3.685 0.339
H -0.066 4.339 1.227
H -0.218 3.600 -0.423
H 0.404 5.241 -0.223
C 2.752 4.509 0.767
C 2.478 5.869 1.326
H 3.821 4.267 0.731
H 1.620 5.874 2.018
H 2.284 6.621 0.546
H 3.358 6.228 1.874
Yb -0.954 0.099 -1.317
Cl -0.166 2.301 -2.435
C 0.552 -2.603 -2.439
O 0.225 -1.925 -1.436
N 1.150 -3.811 -2.403
C 1.283 -4.523 -1.135
C 1.973 -4.265 -3.522
H 0.352 -2.210 -3.448
H 0.308 -4.509 -0.634
H 2.026 -4.030 -0.489
H 1.604 -5.548 -1.351
H 1.470 -4.034 -4.464
H 2.148 -5.344 -3.451
H 2.960 -3.776 -3.533
H -4.053 -5.070 -0.763
H -6.166 -3.865 -1.333
C -3.860 -4.250 -0.061
C -5.832 -2.953 -0.810
N -4.389 -3.007 -0.590
H -2.792 -4.132 0.115
C -3.611 -1.920 -0.725
O -2.371 -1.867 -0.569
H -6.060 -2.067 -1.416
H -4.136 -0.998 -1.035
H -4.359 -4.508 0.878
H -6.365 -2.884 0.151
H -4.618 3.219 2.987
H -1.005 2.428 2.354
C -4.169 2.311 3.424
C -1.680 2.167 3.180
N -3.004 1.882 2.636
H -4.920 1.511 3.408
C -3.050 1.095 1.548
O -2.285 1.073 0.596
H -1.285 1.262 3.674
H -3.960 0.283 1.685
H -3.829 2.514 4.452
H -1.798 2.986 3.894
O 1.020 1.317 0.608
C 1.966 2.233 -0.074
C 4.205 1.994 1.031
C 3.447 1.878 -0.136
H 3.719 2.354 1.934
C 5.584 1.735 1.047
H 1.555 2.198 -1.096
C 4.108 1.539 -1.333
H 6.142 1.728 1.992
C 6.246 1.459 -0.151
C 5.504 1.340 -1.337
H 3.530 1.431 -2.258
H 7.331 1.262 -0.173
H 6.020 1.102 -2.283
Si 1.439 -0.169 1.474
Cl -4.739 -0.811 2.506
C 2.686 0.109 2.865
C 2.414 -1.071 0.121
C 0.125 -1.204 2.312
H 3.721 0.072 2.494
H 2.568 -0.711 3.595
H 2.530 1.056 3.396
H 0.640 -1.916 2.987
H -0.461 -1.732 1.550
H -0.562 -0.610 2.928
H 3.479 -0.797 0.122
H 2.042 -0.835 -0.883
H 2.332 -2.154 0.259
F -4.915 -1.213 -3.994
C -3.620 -1.525 -4.296
F -3.412 -2.853 -4.006
F -3.456 -1.366 -5.629
C -2.616 -0.660 -3.419
O -3.099 0.124 -2.548
O -1.385 -0.806 -3.640

---

2.
ORCA calculation (wB97M-V/def2-TZVPD) on a structure of composition C25H43Cl4Cu2N3O at a distorted geometry.

Results
Charge = +4
ΔE to the lowest compared entry with this formula, charge and spin = 0.0 kJ/mol
HOMO-LUMO gap = 5.2 eV

Geometry (Å):
C -5.766 -3.827 -8.207
N -5.018 -3.861 -6.902
C -4.514 -2.707 -6.377
C -3.837 -2.781 -5.174
C -3.647 -4.021 -4.532
C -4.284 -5.111 -5.070
C -4.970 -5.031 -6.265
C -2.691 -4.200 -3.415
C -1.466 -3.520 -3.397
C -0.653 -3.635 -2.279
N -1.103 -4.229 -1.151
C -2.323 -4.795 -1.096
C -3.088 -4.819 -2.242
C -0.158 -4.348 0.005
H -6.246 -2.874 -8.414
H -6.585 -4.541 -8.184
H -4.986 -4.087 -8.920
H -4.688 -1.822 -6.969
H -3.403 -1.846 -4.846
H -4.231 -6.097 -4.623
H -5.536 -5.834 -6.714
H -1.035 -3.090 -4.293
H 0.294 -3.123 -2.173
H -2.619 -5.320 -0.198
H -4.079 -5.256 -2.204
H 0.473 -5.219 -0.154
H -0.833 -4.412 0.852
H 0.415 -3.426 0.037
Cu 0.043 -0.056 -2.471
Cu -0.591 1.293 -0.237
C -0.315 6.535 4.938
C 1.175 6.474 5.226
C 1.883 5.232 4.643
C 1.812 5.186 3.106
N 2.746 4.153 2.457
C 2.443 4.257 1.002
C 2.747 2.845 0.434
C 2.493 1.914 1.655
C 2.286 2.777 2.913
C 4.159 4.533 2.792
H -0.581 6.467 3.883
H -0.723 7.474 5.316
H -0.879 5.797 5.517
H 1.473 6.386 6.270
H 1.554 7.437 4.872
H 1.638 4.256 5.069
H 2.950 5.302 4.894
H 2.078 6.200 2.804
H 0.779 4.992 2.818
H 2.996 5.066 0.529
H 1.400 4.484 0.795
H 3.764 2.585 0.146
H 2.091 2.580 -0.397
H 3.425 1.404 1.905
H 1.717 1.167 1.468
H 2.907 2.518 3.764
H 1.248 2.847 3.230
H 4.748 4.038 2.010
H 4.573 3.970 3.628
H 4.293 5.606 2.797
O 0.671 -0.383 -0.372
H 1.305 -0.576 0.321
Cl 5.750 0.018 0.482
C 4.567 -0.935 -0.464
C 3.713 -1.841 0.423
Cl 4.714 -3.053 1.203
H 5.183 -1.517 -1.148
H 4.038 -0.227 -1.102
H 2.899 -2.321 -0.120
H 3.264 -1.219 1.206
Cl -3.293 -1.569 4.060
C -1.776 -0.719 3.631
C -1.166 -1.507 2.474
Cl -0.310 -2.989 3.019
H -1.063 -0.763 4.453
H -1.994 0.328 3.435
H -0.399 -0.905 1.969
H -1.858 -1.710 1.658

---

3.
ORCA calculation (wB97M-V/def2-TZVPD) on a cluster of 2 separate species, C25H43F8N2O8PS in total at a distorted geometry.

Results
Charge = 0
SMILES string = CC[C@@H](C)[N@+]1([PH2]=S)C[C@H](N(C)C(C)=O)OC[C@@]1(CCOCC(F)(F)C(F)(F)C(F)(F)C(F)F)C(=O)[O-].COCCOCCOC
HOMO-LUMO gap = 8.9 eV

Geometry (Å):
C -0.410 -0.266 1.509
C 1.029 -0.706 1.177
C 1.214 -0.871 -0.342
C 1.497 0.535 -0.887
N 2.227 -1.946 -0.757
P 3.890 -1.566 -0.023
S 4.194 -1.551 1.857
C 2.453 -1.870 -2.265
C 1.171 -2.099 -3.097
N 0.526 -0.865 -3.582
C -0.899 -0.719 -3.228
C 0.659 -0.790 -5.027
C 1.777 0.089 -5.516
O -0.070 -1.382 -5.759
O 0.268 -2.872 -2.350
C 1.009 -3.922 -1.722
C 1.816 -3.435 -0.502
C 1.020 -3.688 0.773
C -0.457 -3.297 0.779
O -0.780 -2.757 2.054
C -2.065 -2.236 2.169
C -3.161 -3.304 2.379
F -2.608 -4.496 2.650
F -3.939 -2.967 3.436
C -4.132 -3.529 1.180
F -4.680 -4.746 1.285
F -3.410 -3.491 0.042
C -5.333 -2.551 1.021
F -6.189 -2.726 2.032
F -5.950 -2.904 -0.127
C -5.073 -1.043 0.894
F -4.155 -0.820 -0.072
F -4.565 -0.560 2.046
C 3.189 -4.327 -0.458
O 3.531 -4.669 0.659
O 3.688 -4.505 -1.592
H -1.084 -0.342 0.651
H -0.801 -0.865 2.331
H -0.427 0.777 1.832
H 1.706 0.087 1.505
H 1.314 -1.579 1.755
H 0.255 -1.174 -0.752
H 1.537 0.615 -1.967
H 0.622 1.109 -0.563
H 2.347 1.002 -0.390
H 4.006 -0.334 -0.659
H 4.606 -2.445 -0.830
H 2.926 -0.925 -2.529
H 3.162 -2.671 -2.476
H 1.497 -2.690 -3.969
H -1.020 -0.738 -2.149
H -1.526 -1.494 -3.670
H -1.235 0.256 -3.587
H 2.484 -0.531 -6.074
H 2.293 0.603 -4.710
H 1.365 0.810 -6.226
H 1.678 -4.374 -2.454
H 0.304 -4.686 -1.395
H 1.084 -4.775 0.860
H 1.532 -3.328 1.665
H -1.059 -4.198 0.618
H -0.737 -2.588 -0.011
H -2.318 -1.613 1.307
H -2.095 -1.609 3.062
H -6.007 -0.534 0.651
C 1.966 7.114 3.444
O 1.500 6.557 2.237
C 2.317 5.518 1.736
C 1.507 4.462 1.021
O 0.763 3.602 1.871
C -0.393 4.122 2.508
C -1.567 4.376 1.591
O -1.388 5.542 0.813
C -2.029 5.491 -0.439
H 2.901 7.668 3.303
H 1.201 7.801 3.798
H 2.129 6.340 4.203
H 2.883 5.047 2.548
H 3.036 5.935 1.016
H 2.222 3.802 0.521
H 0.873 4.909 0.253
H -0.162 5.013 3.095
H -0.699 3.333 3.199
H -2.463 4.487 2.217
H -1.712 3.501 0.944
H -1.755 4.584 -0.991
H -1.702 6.360 -1.006
H -3.121 5.523 -0.341

---

M for the records above, in order: 810.66; 670.54; 714.65 g mol⁻¹
Electronic energy for the records above, in order: -115987.79144; -172468.43819; -87841.71680 eV